Entry 1:
Entry from the Open Molecules 2025 dataset: a molecular structure, C29H35Cl3MgN4O2P2 in a non-equilibrium geometry (the ωB97M-V functional and the def2-TZVPD basis).

Its LUMO energy is -1.35 eV. The total charge is 0. As for the molecular weight: 664.237 g mol⁻¹. The value obtained for the HOMO-LUMO gap is 7.050 eV. For the energy above the lowest of the compared OMol25 structures with the same formula, charge and spin, the calculation gives 147.7 kJ/mol. As for the energy: -3758.8252 Ha.

Last column: Mulliken charge in e.
Element x y z (Å)
Mg -0.521213 -3.292807 3.192327  0.4764
C -0.485885 2.833608 4.809571  -0.5359
C -1.142674 2.176030 3.839921  -0.3827
C -0.763293 1.910527 2.415623  -0.7818
C 0.410033 0.920348 2.218651  1.3588
C 1.766387 1.490197 2.561887  -0.5136
C 2.128577 2.736126 2.890634  -0.4512
C 1.218579 3.940797 3.187684  -0.6737
C 0.420444 3.995173 4.506131  -0.5352
C 1.201622 -2.824904 4.197561  -0.8018
H -0.705531 2.608574 5.876835  0.3386
H -1.966535 1.514197 4.121360  0.0277
H -0.572047 2.823244 1.849639  0.4386
H -1.659115 1.433554 1.978310  0.3439
H 0.219660 0.041256 2.861342  -0.1999
H 0.368655 0.585689 1.159092  -0.2481
H 2.527395 0.725988 2.443653  0.4215
H 3.221427 2.944124 3.056938  0.2824
H 0.530230 4.141503 2.348315  0.2671
H 1.883686 4.821855 3.206028  0.3878
H 1.067264 4.109775 5.382575  0.3527
H -0.236139 4.883508 4.415222  0.2719
H 1.020093 -2.521910 5.256245  0.1338
H 1.472418 -1.964927 3.543412  0.0381
H 1.927179 -3.679017 4.146911  0.3466
P 1.511731 -1.267879 -1.824574  -0.0262
P -1.895404 -0.776727 -1.736391  -0.1630
N 2.829641 -0.102195 -2.029763  0.4562
N 2.278506 -2.480897 -2.966847  0.3503
N -2.012650 1.011270 -2.006786  0.3545
N -3.491320 -1.131942 -2.480161  0.3276
C 0.481778 -0.442708 -3.111784  -0.6179
C -0.902907 -1.076275 -3.254911  -1.1896
C 3.751104 0.245462 -1.029469  -0.4376
C 4.722988 1.082695 -1.579309  -0.6350
C 4.406567 1.242653 -2.975220  -0.7314
C 3.242062 0.515672 -3.218757  -0.0373
C 2.600734 -3.782987 -2.572966  -0.4333
C 2.986120 -4.511761 -3.698001  -0.6257
C 2.918967 -3.631764 -4.825053  -0.6291
C 2.494959 -2.396286 -4.345717  -0.0580
C -1.834628 1.883805 -0.927952  -0.2887
C -1.741033 3.186953 -1.414448  -0.5055
C -1.854345 3.121200 -2.841584  -1.0567
C -1.976042 1.779178 -3.184093  -0.2092
C -4.242621 -0.431417 -3.432513  -0.1319
C -5.354053 -1.193866 -3.779961  -0.6419
C -5.252391 -2.436934 -3.070295  -0.5452
C -4.087002 -2.392640 -2.320905  -0.4277
H 0.956569 -0.473642 -4.097811  0.0046
H 0.408555 0.618252 -2.840779  0.7124
H -1.388076 -0.687230 -4.172506  0.4096
H -0.830359 -2.169282 -3.369086  0.5858
H 3.589824 -0.109774 -0.021026  0.3574
H 5.546640 1.529727 -1.037133  0.4008
H 4.964507 1.812159 -3.713662  0.4330
H 2.653160 0.473711 -4.129725  0.2902
H 2.493450 -4.056007 -1.534459  0.4096
H 3.277560 -5.553094 -3.705314  0.3999
H 3.142266 -3.873312 -5.861829  0.4126
H 2.308877 -1.491632 -4.907244  0.2228
H -1.815539 1.462965 0.073500  0.1249
H -1.612542 4.059511 -0.804049  0.4752
H -1.853537 3.958230 -3.523512  0.4509
H -2.044103 1.335619 -4.172327  0.4943
H -3.934015 0.541148 -3.780383  0.3746
H -6.139412 -0.895328 -4.454856  0.4390
H -5.946392 -3.258790 -3.110215  0.4149
H -3.607411 -3.117148 -1.677347  0.3465
Cl -2.678406 -2.046463 7.762117  -0.1158
C -1.928260 -1.482311 6.193769  0.4373
Cl -2.880139 -0.049210 5.758759  -0.1233
Cl -0.277950 -0.895461 6.668683  -0.1431
C -1.834590 -2.424207 4.882504  1.0353
O -1.480539 -3.644677 5.036783  -0.5858
O -2.002137 -1.928846 3.698727  -0.7233

Forces on atoms 1 to 2 (eV/Å):
Mg -0.738 0.052 0.923
C -0.775 -0.062 -0.742

=====

Entry 2:
Entry from the Open Molecules 2025 dataset: a molecular structure, C29H35DyN3O7 in a non-equilibrium geometry (the ωB97M-V functional and the def2-TZVPD basis).

Its LUMO energy (spin up / spin down) is -3.16 / -3.16 eV. The total charge is +1. As for the molecular weight: 700.113 g mol⁻¹. The value obtained for the HOMO-LUMO gap (spin up / spin down) is 8.954 / 8.958 eV. Its multiplicity is 6. As for the energy: -2702.1406 Ha.

Last column: Mulliken charge in e.
Element x y z (Å)
Dy 0.902202 -0.826718 2.019145  0.4860
O 4.624801 -3.335400 2.185789  -0.4701
C 3.542523 -2.754642 1.717407  0.4439
O 3.352236 -1.553445 1.718267  -0.4906
C 2.508680 -3.654240 1.128209  0.5273
C 2.694467 -4.918335 0.627993  -0.7647
C 1.611180 -5.512796 -0.023783  -0.3913
C 0.411876 -4.831981 -0.140899  -0.7175
C 0.305261 -3.582548 0.453732  0.7801
N 1.340033 -3.026493 1.063562  0.0596
C -0.928612 -2.691204 0.437858  0.2816
O -1.701949 -2.777879 -0.487887  -0.6268
O -0.946499 -1.873453 1.451667  -0.5705
H 5.172006 -2.653605 2.616273  0.4186
H 3.647893 -5.418345 0.723258  0.5570
H 1.719012 -6.503179 -0.447614  0.4663
H -0.439463 -5.243344 -0.665889  0.5625
C -4.975929 3.438827 0.204745  -1.6603
C -3.571902 3.674210 -0.369829  2.0148
C -3.643582 3.595614 -1.895089  -2.0164
C -3.083598 5.076009 0.036044  -1.5665
C -2.596450 2.649310 0.201873  0.5925
C -2.566843 2.372307 1.566618  -0.9665
C -1.627169 1.498262 2.067372  -0.8481
N -0.728669 0.871419 1.306100  0.1137
C -0.774914 1.083914 -0.011106  -0.3324
C -1.667012 1.976162 -0.583781  -0.6602
C 0.171625 0.290766 -0.853097  0.7260
C -0.155160 -0.044995 -2.154920  -0.1236
C 0.722165 -0.783109 -2.938848  0.5438
C 1.950743 -1.102117 -2.360921  -0.7748
C 2.198633 -0.763235 -1.050814  -0.9429
N 1.324271 -0.098047 -0.278569  -0.2803
C 0.341183 -1.291780 -4.321945  2.0410
C -0.117089 -2.749909 -4.142181  -1.5762
C -0.805595 -0.480021 -4.928111  -1.9743
C 1.544329 -1.240113 -5.270542  -1.7943
H -5.682223 4.121531 -0.271245  0.4563
H -5.021056 3.624879 1.279219  0.3524
H -5.315689 2.416904 0.018751  0.3862
H -4.375244 4.319214 -2.256972  0.4510
H -3.958424 2.604769 -2.233822  0.4447
H -2.689189 3.840973 -2.366361  0.3648
H -3.755380 5.834910 -0.371876  0.4270
H -2.079271 5.267928 -0.348106  0.3589
H -3.063383 5.188748 1.122380  0.3801
H -3.267012 2.832632 2.250752  0.3747
H -1.593957 1.284761 3.127724  0.4439
H -1.634390 2.134818 -1.652048  0.5335
H -1.128514 0.231163 -2.532130  0.4792
H 2.706905 -1.646177 -2.909963  0.3408
H 3.137475 -1.023215 -0.583310  0.7236
H -0.960181 -2.817647 -3.449975  0.3534
H 0.695610 -3.366861 -3.749551  0.3531
H -0.422522 -3.161783 -5.106788  0.4567
H -1.737191 -0.601612 -4.369866  0.3636
H -0.992711 -0.830749 -5.944469  0.4585
H -0.562938 0.585019 -4.979435  0.4307
H 2.319137 -1.957042 -4.994699  0.3626
H 1.991114 -0.243065 -5.300630  0.4084
H 1.217488 -1.493004 -6.280248  0.4510
C 0.641620 1.491853 5.121048  -1.6552
C 1.860902 1.072330 4.324864  1.8948
C 3.116344 1.755896 4.801093  -1.6814
O 1.648157 1.365032 2.884962  -0.4930
C 2.036067 -0.467114 4.278481  0.4050
O 3.141167 -0.951426 4.310407  -0.6144
O 0.919765 -1.139123 4.042180  -0.7139
H 0.413055 2.542084 4.922031  0.3796
H 0.845256 1.387782 6.188692  0.4664
H -0.225238 0.881517 4.887614  0.2508
H 2.965391 2.838321 4.829463  0.4653
H 3.953711 1.519226 4.147755  0.3481
H 3.366874 1.420807 5.807014  0.3788
H 1.733817 2.319831 2.756951  0.3476

Forces on atoms 1 to 2 (eV/Å):
Dy -0.668 -0.110 -2.041
O -0.058 0.159 -0.002

=====

Entry 3:
Entry from the Open Molecules 2025 dataset: a molecular structure, C29H35KN6O2S3Se in a non-equilibrium geometry (the ωB97M-V functional and the def2-TZVPD basis).

Its LUMO energy is 3.76 eV. The total charge is -2. As for the molecular weight: 713.898 g mol⁻¹. The value obtained for the HOMO-LUMO gap is 6.229 eV. For the energy above the lowest of the compared OMol25 structures with the same formula, charge and spin, the calculation gives 30.3 kJ/mol. As for the energy: -5801.1001 Ha.

Last column: Mulliken charge in e.
Element x y z (Å)
K -0.536752 0.121919 0.410612  1.1794
C -2.072350 4.340395 1.285300  -1.4264
C -0.553034 4.531259 1.227097  0.9201
C -0.153047 4.885278 -0.206289  -1.6174
C 0.211071 3.329256 1.778710  0.6016
C -0.341009 2.517984 2.764948  -0.0429
C 0.342702 1.420763 3.278525  -0.8434
C 1.623779 1.100193 2.845746  0.8781
C 2.362961 -0.099107 3.381527  -1.4623
C 2.191835 1.920136 1.871057  -0.7841
C 1.496527 2.999497 1.341754  -0.2411
H -2.569243 5.204842 0.836918  0.4681
H -2.444018 4.243664 2.307175  0.4060
H -2.357415 3.447554 0.722339  0.0474
H -0.296920 5.386249 1.865905  0.2881
H -0.365475 4.051842 -0.879843  0.2867
H 0.900675 5.152133 -0.298688  0.3894
H -0.739377 5.739925 -0.551499  0.4643
H -1.341900 2.707747 3.129231  0.0711
H -0.155442 0.795049 4.010792  0.1518
H 2.744159 -0.711665 2.561656  0.2418
H 1.708337 -0.714258 4.001016  0.3092
H 3.218121 0.207841 3.989952  0.3509
H 3.170088 1.675603 1.477699  0.3864
H 1.968566 3.573347 0.555008  0.1720
N 0.156671 1.856373 -2.732825  -0.5435
N -1.168585 2.340175 -2.876332  -0.1463
C -2.161536 1.995556 -1.934886  -0.1270
O -3.346580 2.050465 -2.326965  -0.9381
O -1.745191 1.689405 -0.779029  -0.0719
H 0.518772 2.215265 -1.857128  0.2877
H 0.140044 0.842700 -2.622572  0.2638
H -1.496970 2.274408 -3.825198  0.2973
C -5.664719 0.240810 -1.022972  -0.7355
N -4.835580 -0.442866 -0.001836  0.0843
C -3.719103 -1.208897 -0.637646  -0.8458
C -4.302928 0.519394 1.045862  -0.3385
C -3.928485 -0.242900 2.292390  0.5676
C -4.981459 -0.563246 3.165547  -0.5216
C -4.742675 -1.320944 4.302597  -0.5652
C -3.434446 -1.733832 4.550701  -0.5760
C -2.413046 -1.378730 3.674706  -0.9709
C -2.587497 -0.628688 2.490912  0.0549
H -6.018014 -0.499759 -1.737673  0.3474
H -5.032109 0.977189 -1.517584  0.2697
H -6.503788 0.724241 -0.524204  0.3586
H -5.405467 -1.112089 0.514443  0.3893
H -3.140649 -0.508191 -1.232155  0.3031
H -4.130653 -1.996306 -1.266509  0.3433
H -3.104393 -1.629155 0.151934  0.3018
H -5.110908 1.232177 1.225936  0.5719
H -3.461191 1.029664 0.573838  -0.5602
H -5.990771 -0.196458 2.970567  0.2941
H -5.547099 -1.567330 4.985632  0.3499
H -3.216102 -2.326820 5.434623  0.3585
H -1.409859 -1.723609 3.931406  0.3770
S 4.905535 -1.498540 -5.523237  -0.4484
C 4.480189 -1.504437 -3.898555  0.1742
S 3.274186 -0.468943 -3.240213  -0.1435
C 3.478705 -1.145169 -1.623481  -0.1124
N 4.395799 -2.071208 -1.608594  -0.8617
N 4.949091 -2.253514 -2.878943  0.5987
C 5.918319 -3.292466 -2.956648  0.3106
C 5.784139 -4.386732 -2.104224  -0.2912
C 6.716095 -5.410429 -2.142191  -0.4925
C 7.790850 -5.357791 -3.021973  -0.4074
C 7.921800 -4.260727 -3.859692  -0.5607
C 6.994908 -3.226304 -3.831673  -0.4646
S 2.586525 -0.542946 -0.305467  -0.1621
H 4.951894 -4.409696 -1.416781  0.4826
H 6.596968 -6.257666 -1.477788  0.3300
H 8.515659 -6.162243 -3.052841  0.3569
H 8.756481 -4.198255 -4.548080  0.3345
H 7.099626 -2.376422 -4.488136  0.2876
Se -2.670573 -4.465459 -2.699370  -0.4509
C -1.630674 -3.153756 -1.981233  0.1454
N -1.044043 -2.292745 -1.463105  -0.6991

Forces on atoms 1 to 2 (eV/Å):
K 0.684 -1.066 0.510
C -0.001 -0.019 0.013